A 14-piece molecular cluster, C44H124N8O14 overall. Source: the OMol25 dataset; level of theory: ωB97M-V/def2-TZVPD.

Structure (ORCA input):
```
! wB97M-V def2-TZVPD RIJCOSX def2/J DEFGRID3
* xyz 0 1
O 6.473 -4.570 6.508
O -5.901 1.782 4.530
O 1.654 0.163 -7.167
O -5.932 3.527 -2.607
O -0.772 5.850 1.256
O -1.415 -5.148 -7.048
O 5.543 2.998 3.732
O 7.662 1.600 -4.158
O -9.460 -2.330 1.083
O 3.529 8.920 7.175
O -5.846 -7.920 -2.692
O 0.544 -1.490 1.330
O 5.122 -4.705 -3.646
O 1.317 0.520 8.887
N 3.722 6.088 7.026
N 1.299 -2.376 -2.137
N 6.002 -4.161 -7.198
N -6.052 1.108 8.221
N 8.016 1.168 -7.203
N -6.723 -3.981 1.114
N -0.710 3.653 -0.553
N -6.496 0.567 -3.094
C 4.940 -6.089 -6.305
C 6.658 2.496 4.388
C -4.303 0.422 -4.211
C 7.601 2.397 -6.585
C -0.117 -3.504 -0.498
C -8.359 -2.224 1.996
C 5.261 -4.612 -6.054
C -4.976 2.276 3.511
C 0.296 4.871 -2.267
C -5.340 1.681 5.856
C -10.217 -1.169 0.961
C -4.674 -7.652 -3.382
C 2.434 6.682 6.645
C 1.315 5.681 7.056
C 7.030 1.530 -2.844
C -1.217 6.986 1.846
C -7.125 -3.592 3.531
C 6.714 3.121 -7.619
C 6.034 -4.518 -4.703
C -0.437 6.081 -0.125
C -3.938 -8.944 -3.398
C 1.002 0.514 -9.379
C 0.177 4.811 -0.707
C -7.754 2.135 6.834
C -7.723 -3.601 2.144
C 6.882 2.175 -5.201
C 1.147 -1.048 2.543
C 5.356 -5.931 4.868
C -5.982 4.986 -2.925
C -0.887 -0.308 8.960
C 5.681 -4.827 -2.347
C 0.366 -0.138 9.684
C -5.339 2.807 -3.714
C -0.928 -5.687 -8.283
C 0.551 -2.225 -0.863
C 1.547 -0.487 -8.421
C -5.216 1.263 -3.259
C -1.060 -7.232 -8.456
C 5.242 -4.817 5.888
C -6.511 1.243 6.808
C 1.447 -1.682 0.242
C 3.579 9.384 5.807
C 2.381 8.028 7.404
C 6.186 1.245 5.045
H 4.908 -3.836 5.550
H 7.259 3.456 -8.502
H 4.455 -6.515 4.681
H -0.326 7.435 2.286
H 4.469 6.745 6.853
H 2.058 0.662 9.480
H 6.144 -6.620 5.173
H -8.317 1.950 5.919
H -4.580 -9.755 -3.743
H 0.794 -1.124 9.863
H -6.940 0.328 6.399
H 2.483 -0.924 -8.770
H 6.223 -3.178 -7.126
H -7.371 3.154 6.874
H 0.236 0.493 10.564
H -8.529 -4.334 2.103
H 0.153 -5.555 -8.282
H -6.617 5.295 -3.755
H -4.626 0.332 -5.248
H -10.963 -1.237 1.753
H 4.424 -4.848 6.608
H -9.716 -0.203 1.022
H -3.116 -8.773 -4.093
H 1.340 5.374 8.101
H -0.565 2.877 -1.184
H 6.043 0.494 4.268
H -0.791 -3.926 -1.244
H 2.710 9.936 5.447
H 6.027 1.103 -2.827
H 6.035 1.502 -5.333
H 1.758 -0.713 -0.150
H 8.498 0.596 -6.524
H 2.320 -2.273 0.518
H 7.056 3.187 5.131
H 4.437 9.997 5.531
H 0.833 5.761 -2.597
H 0.671 -2.820 -2.792
H 1.405 1.526 -9.338
H 5.485 -4.217 -8.064
H 1.039 0.338 -10.454
H 6.992 2.550 -2.461
H 8.734 1.310 -7.899
H -4.789 3.316 3.779
H 6.299 4.054 -7.238
H 1.138 4.694 -0.206
H 0.246 6.926 -0.219
H 0.962 4.034 -2.474
H 0.560 -4.346 -0.356
H -0.608 3.237 0.361
H 6.222 -3.912 -2.103
H 1.405 8.455 7.175
H -1.419 0.619 8.742
H 8.418 3.117 -6.536
H -2.124 -7.460 -8.527
H 2.350 6.787 5.563
H 4.333 -6.533 -5.516
H -6.552 -7.439 -3.130
H -5.828 -3.573 1.339
H 6.403 -5.641 -2.406
H 0.864 -1.326 -8.290
H -5.252 2.086 2.474
H 3.878 5.287 6.431
H 1.856 -1.725 3.020
H -1.262 -5.104 -9.141
H -1.576 7.779 1.190
H -0.662 4.813 -2.785
H 2.106 -2.974 -2.034
H -0.698 -3.332 0.407
H 1.908 -0.498 -6.519
H -0.820 -7.677 -7.491
H -0.815 -0.657 7.930
H 5.262 1.280 5.621
H -0.582 -7.768 -9.276
H 1.084 4.855 6.383
H -1.617 -0.916 9.494
H 6.877 -5.206 -4.639
H 5.856 -6.630 -6.543
H -4.997 2.682 6.116
H -6.463 -2.767 3.792
H -0.289 -1.546 -1.010
H -4.048 -6.943 -2.840
H 4.309 -6.268 -7.175
H -2.242 -4.713 -7.272
H -6.096 2.083 8.482
H 4.289 -4.128 -5.962
H -6.809 0.711 8.758
H -4.627 1.274 -2.342
H 0.345 -0.802 3.239
H 6.542 3.158 -4.875
H 4.884 -4.923 -1.609
H -7.541 -1.543 1.762
H -7.052 1.295 -2.668
H -4.329 3.091 -4.011
H -6.512 5.411 -2.073
H 6.480 -3.525 -4.646
H 1.488 -0.013 2.513
H -8.664 -1.840 2.969
H -4.022 1.776 3.678
H 0.399 6.270 7.097
H -0.033 0.748 -9.131
H -7.929 -3.606 4.267
H -1.278 6.475 -0.695
H 5.597 3.950 3.628
H -4.271 -0.609 -3.861
H -6.766 0.503 -4.065
H 6.903 0.873 5.775
H -1.809 6.792 2.740
H -3.329 0.911 -4.220
H -4.538 0.967 5.666
H -10.708 -1.084 -0.008
H -5.023 5.491 -3.044
H -5.981 3.049 -4.560
H -8.292 2.023 7.775
H -3.444 -9.165 -2.452
H -6.711 -4.600 3.528
H -6.589 -4.980 1.045
H 7.614 0.947 -2.133
H 5.705 -5.572 3.900
H 3.701 8.565 5.099
H 2.273 7.857 8.475
H -5.012 -7.276 -4.347
H 7.383 2.312 3.594
H 6.337 -3.746 6.981
H 5.893 2.476 -7.932
*
```

Properties
LUMO energy   0.1 eV
Energy above the lowest of the compared OMol25 structures with the same formula, charge and spin   178.99 kcal/mol

Here are the Mulliken charges for atoms 1 to 99, given in e: -0.532 -0.257 -0.519 -0.306 -0.316 -0.498 -0.520 -0.331 -0.377 -0.353 -0.511 -0.277 -0.262 -0.511 -0.673 -0.607 -0.753 -0.713 -0.713 -0.653 -0.580 -0.659 -1.520 -0.131 -1.525 0.589 -1.520 -0.721 0.608 -0.744 -1.407 -0.602 -0.778 -0.119 0.635 -1.517 -0.712 -0.824 -1.457 -1.503 -0.651 -0.788 -0.997 -1.178 0.566 -1.434 0.470 -0.653 -0.831 -0.951 -0.766 -1.150 -0.762 -0.078 -0.587 -0.211 0.592 0.059 0.316 -0.995 -0.171 0.327 -0.645 -0.738 -0.758 -1.036 0.195 0.368 0.314 0.290 0.248 0.298 0.295 0.310 0.290 0.231 0.270 0.244 0.221 0.360 0.265 0.340 0.179 0.318 0.353 0.297 0.298 0.306 0.297 0.386 0.220 0.248 0.441 0.313 0.294 0.352 0.317 0.264 0.383

***

C31H39CrN3O as an isolated structure. Source: the OMol25 dataset; level of theory: ωB97M-V/def2-TZVPD.

Structure (ORCA input):
```
! wB97M-V def2-TZVPD RIJCOSX def2/J DEFGRID3
* xyz -2 5
Cr 0.496 0.626 0.538
O 1.867 0.454 -1.515
N -2.430 -0.258 -0.495
N -1.373 1.631 -0.670
N 1.693 3.274 -1.015
C -3.192 -4.304 0.521
C -3.445 -5.741 0.854
C -1.579 -2.281 -2.256
C 0.023 -2.138 2.171
C 1.859 4.547 -3.046
C -3.595 -3.281 1.381
C -2.273 -2.633 -0.985
C 3.701 1.323 1.178
C -3.376 -1.934 1.069
C 0.341 0.436 2.627
C 2.797 0.192 -2.303
C 2.530 -0.837 -3.350
C 4.077 0.948 -2.315
C 2.044 -0.678 1.476
C 0.475 4.715 -3.084
C -3.836 -0.894 2.042
C -3.329 0.703 -0.946
C 1.408 2.831 2.711
C -0.896 0.751 3.390
C -2.534 -3.965 -0.661
C -0.296 4.092 -2.103
C -2.720 -1.621 -0.133
C 1.393 1.387 2.342
C 2.439 0.696 1.638
C 0.755 -0.846 2.093
C -0.358 2.500 -0.146
C 2.826 -1.766 0.827
C -1.174 0.280 -0.410
C -2.693 1.879 -0.998
C 2.424 3.842 -1.977
C 0.369 3.301 -1.137
H -0.689 -1.669 -2.069
H 3.425 -1.392 -0.012
H -1.379 4.189 -2.069
H 2.489 -1.848 -2.903
H 3.507 3.726 -1.892
H -4.078 -3.540 2.328
H -1.462 -0.155 3.618
H 0.511 -2.824 2.875
H -0.635 1.251 4.332
H -0.687 3.113 0.718
H -4.126 -5.821 1.705
H 0.416 3.178 3.018
H -4.902 -0.653 1.915
H -2.510 -6.261 1.099
H 2.513 4.978 -3.809
H -4.341 0.447 -1.174
H 2.157 -2.544 0.443
H 4.466 1.340 1.967
H -2.232 -1.711 -2.931
H -1.013 -1.992 2.488
H -3.716 -1.278 3.067
H -1.273 -3.204 -2.761
H 0.001 5.329 -3.854
H 3.341 -0.828 -4.079
H -3.894 -6.257 -0.003
H -3.034 2.867 -1.255
H 3.518 2.359 0.867
H 1.719 3.445 1.857
H -1.555 1.431 2.829
H 1.584 -0.572 -3.860
H 4.163 1.504 -3.257
H 2.101 3.025 3.539
H -3.267 0.037 1.961
H -2.214 -4.753 -1.348
H 3.511 -2.246 1.537
H 0.003 -2.632 1.189
H 4.121 0.778 0.328
H 4.949 0.286 -2.242
H 4.095 1.668 -1.475
*
```

Properties
LUMO energy (spin up / spin down)   4.3 / 4.3 eV
Expectation value of S²   6.04

Quick look at the Mulliken charges, all values in e: -2.995 -0.845 1.467 0.956 0.081 6.825 -1.243 -1.352 -1.560 -1.607 -4.298 3.828 -0.893 3.408 1.151 2.889 -2.186 -1.948 0.916 0.093 -1.525 -0.864 -1.657 -1.784 -4.801 -1.390 -3.079 0.589 1.192 0.671 0.291 -1.492 -0.378 -0.643 0.870 -0.117 0.031 0.107 0.148 0.269 0.734 -1.013 0.348 0.594 0.381 0.304 0.745 0.393 0.587 0.298 0.178 0.426 0.288 0.363 0.363 -0.115 0.264 0.290 0.561 0.557 0.301 0.462 0.155 0.304 0.166 0.161 0.548 0.371 -0.021 -0.863 0.370 0.110 0.108 0.622 -0.464